Record 1
17
Properties=species:S:1:pos:R:3:forces:R:3:mulliken_charge:R:1 method="wB97M-V/def2-TZVPD" total_energy_ev=-8425.83308 e_above_lowest_kcal_mol=124.7 max_force_ev_per_a=0.57 e_homo_ha="-0.3430 / -0.3455" gap_ev="8.15 / 8.27"
O 1.10906 -1.35499 1.42640 0.1 0.1 -0.5 -0.5238
C 1.39273 -1.07167 0.28662 0.0 -0.1 0.3 -0.2012
C 1.46474 0.33405 -0.26198 0.0 0.0 0.0 -0.4937
C 0.45252 1.28802 0.38849 0.0 0.1 0.1 -0.4889
C -0.86518 1.32968 -0.33420 -0.1 0.0 0.0 -0.0550
C -0.49690 -2.01040 -1.20049 -0.2 -0.5 -0.1 -0.4333
C -2.05362 1.09936 0.21428 0.1 0.0 0.0 -0.7979
H 1.72464 -1.87322 -0.42285 0.0 0.1 0.1 0.4903
H 2.49157 0.67723 -0.06784 -0.1 -0.1 0.0 0.3634
H 1.33904 0.29115 -1.34856 0.0 0.0 0.1 0.2992
H 0.87769 2.30006 0.39877 -0.1 -0.1 0.0 0.2723
H 0.30512 0.98826 1.43195 0.0 0.1 -0.1 0.3115
H -0.81283 1.59307 -1.39265 0.0 -0.1 0.1 0.2734
H -0.43291 -2.65758 -2.10439 0.1 0.2 0.1 0.2395
H -0.93978 -2.69086 -0.44020 0.1 0.3 0.0 0.2249
H -2.97028 1.17525 -0.36551 0.2 0.0 0.1 0.2663
H -2.15442 0.82497 1.26235 0.1 0.0 -0.1 0.2528



Record 2
14
Properties=species:S:1:pos:R:3:forces:R:3:mulliken_charge:R:1 method="wB97M-V/def2-TZVPD" total_energy_ev=-8372.11046 e_above_lowest_kcal_mol=27.0 max_force_ev_per_a=0.51 e_homo_ha=-0.3667 gap_ev=10.80 smiles="O=CCCCO"
O 1.78565 1.45960 -0.08477 0.0 -0.4 0.3 -0.4806
C 1.68148 0.52575 0.67658 0.0 0.2 -0.2 0.0593
C 0.37352 -0.12101 1.05858 0.0 0.0 0.0 -0.6277
C -0.82364 0.42748 0.29123 -0.1 0.0 0.0 -0.4433
C -0.87332 -0.07406 -1.14871 0.0 0.4 0.0 -0.5307
O -1.02916 -1.48716 -1.18938 0.2 -0.2 -0.1 -0.5323
H 2.58717 0.09256 1.15396 -0.1 0.1 0.0 0.3626
H 0.25672 0.01325 2.14384 0.0 0.0 -0.1 0.3131
H 0.46392 -1.20707 0.91367 0.0 0.1 0.0 0.3039
H -1.74931 0.12565 0.79331 0.1 0.0 -0.1 0.3435
H -0.78482 1.52260 0.28526 0.0 -0.1 0.0 0.2970
H -1.73614 0.36703 -1.66139 0.1 -0.1 0.1 0.2765
H 0.02789 0.24559 -1.68808 -0.1 -0.1 0.1 0.3350
H -0.19463 -1.88237 -1.45708 -0.1 0.0 0.0 0.3237



Record 3
56
Properties=species:S:1:pos:R:3:forces:R:3:mulliken_charge:R:1 method="wB97M-V/def2-TZVPD" total_energy_ev=-74758.08673 max_force_ev_per_a=4.02 e_homo_ha=-0.3705 gap_ev=9.74 smiles="CCOC(=O)C(F)(F)F.CCOC(=O)C(F)(F)F.CCOC(=O)C(F)(F)F.CCB(O)[SiH2]Cl"
C 1.73425 0.40821 -3.93149 0.1 0.0 0.2 -0.6798
C 0.75327 -0.73661 -4.10256 0.1 0.6 -0.7 -0.3098
O 0.81571 -1.62783 -2.97911 -1.0 -0.2 1.9 -0.2935
C 0.11109 -1.24597 -1.86639 -0.6 2.4 -2.3 0.0837
O -0.54397 -0.20971 -1.79339 1.4 -2.6 0.4 -0.5369
C 0.22246 -2.30369 -0.76946 0.2 -1.5 1.9 1.2065
F 1.49858 -2.75557 -0.60041 -0.9 0.6 -0.4 -0.2802
F -0.53678 -3.40415 -1.03906 0.5 1.1 -0.2 -0.2593
F -0.18256 -1.85186 0.45094 0.3 0.0 -1.4 -0.2540
H 2.74504 0.02609 -3.75461 -0.1 0.0 -0.2 0.2938
H 1.74629 1.04446 -4.82119 -0.1 -0.3 0.2 0.1796
H 1.47278 1.02702 -3.06729 -0.1 0.0 -0.2 0.2192
H 1.02479 -1.32180 -4.98775 0.0 -0.2 0.4 0.3437
H -0.26962 -0.37372 -4.25809 0.2 -0.1 0.3 0.2977
C 0.04962 -5.40792 2.14120 -0.2 -0.2 0.2 -1.0724
C 0.76720 -5.83384 0.87397 -0.4 0.8 0.0 -0.0550
O 1.35627 -7.13235 1.03882 -0.6 -1.9 -0.3 -0.3423
C 0.51475 -8.20208 0.87156 -1.9 2.6 -0.6 0.3833
O -0.67845 -8.09828 0.59993 2.8 -0.8 0.7 -0.5110
C 1.27822 -9.51668 1.02447 1.2 -2.4 0.4 0.8117
F 2.11562 -9.51782 2.10151 -0.8 0.4 -0.8 -0.2381
F 2.05742 -9.78664 -0.06185 -0.8 0.6 0.7 -0.2437
F 0.45910 -10.59450 1.18229 0.4 1.4 -0.2 -0.2364
H 0.72561 -5.45597 3.00127 0.0 0.1 -0.2 0.3098
H -0.33148 -4.38701 2.04626 0.1 -0.1 0.0 0.3162
H -0.79207 -6.07224 2.36114 0.1 0.1 -0.1 0.3062
H 1.58660 -5.13739 0.66591 0.0 -0.4 0.0 0.2472
H 0.09966 -5.81426 0.00438 0.1 -0.2 0.2 0.3283
C 0.15068 1.97680 5.10779 -0.3 -0.2 0.1 -1.0591
C 0.37113 3.26689 4.34016 0.6 -0.2 0.6 -0.2145
O -0.65370 3.44824 3.35164 -1.8 0.9 0.0 -0.2532
C -1.84031 3.96798 3.80137 1.8 -0.1 2.7 0.3082
O -2.05510 4.27020 4.97218 0.0 -0.6 -3.0 -0.5223
C -2.81947 4.15477 2.64344 -1.9 0.2 -1.8 0.8977
F -2.86336 3.07500 1.81072 0.3 0.7 1.1 -0.2316
F -2.49161 5.22325 1.86177 0.1 -0.7 1.0 -0.2342
F -4.10112 4.36487 3.05669 1.5 -0.2 0.1 -0.2547
H 0.07559 1.12770 4.42049 0.2 0.1 0.1 0.2734
H 0.97293 1.79609 5.80620 -0.1 0.1 -0.1 0.3681
H -0.78453 2.00958 5.67563 0.2 0.1 0.0 0.3125
H 1.32453 3.21483 3.80345 -0.4 0.1 -0.2 0.3049
H 0.42613 4.13278 5.01052 -0.3 -0.1 -0.2 0.3162
C -1.79238 4.50367 -0.99577 0.1 0.2 0.5 -0.7095
C -1.03884 3.88770 -2.35402 -1.0 0.6 0.5 -0.1830
B -0.32324 5.17184 -3.09049 -3.8 0.5 1.3 0.5047
O -1.11391 6.44852 -3.13123 3.5 -1.4 1.5 -0.5088
Si 1.43954 5.22103 -3.87705 1.4 0.0 -1.5 0.2450
Cl 1.96014 3.50737 -5.04831 -0.3 1.1 0.6 -0.2577
H -1.76187 3.75906 -0.08621 -0.1 1.4 -2.1 0.1576
H -1.24916 5.49489 -0.61265 -1.2 -2.1 -0.9 0.1881
H -2.91930 4.77630 -1.23482 2.5 -0.5 0.5 0.2651
H -0.31762 3.01357 -2.06165 -1.4 1.6 -0.8 0.0233
H -1.91612 3.50717 -3.04269 1.8 0.4 1.2 0.2183
H -0.44667 7.12708 -2.75960 -1.7 -1.1 -1.3 0.2909
H 1.46085 6.38781 -4.79438 0.1 -0.2 -0.1 -0.1366
H 2.50736 5.44714 -2.90416 0.3 -0.1 0.3 -0.1231



Record 4
43
Properties=species:S:1:pos:R:3:forces:R:3:mulliken_charge:R:1 method="wB97M-V/def2-TZVPD" total_energy_ev=-63796.34098 e_above_lowest_kcal_mol=23.1 max_force_ev_per_a=4.46 charge=+2 e_homo_ha="-0.5210 / -0.5189" gap_ev="4.84 / 5.56"
I 0.04884 -2.61818 -2.97116 0.0 -0.1 0.0 -0.1314
I 0.04251 1.29826 -6.07979 0.0 -0.2 -0.1 0.1021
Bi 0.05380 -0.25038 -1.45972 0.1 -0.7 0.6 1.2456
P -2.73234 0.01125 -1.07279 -1.2 -0.1 -0.1 0.3598
C -3.51779 -0.13549 -2.72096 -0.2 0.0 0.1 -1.1021
C -3.60153 -1.20531 0.00782 0.3 -0.1 -0.1 -1.0898
H -4.67129 -0.93159 0.07264 0.5 -0.2 -0.1 0.4204
H -4.32214 1.58732 -0.12008 0.3 0.1 -0.3 0.3881
H -3.15382 -1.20352 1.01757 -0.2 0.0 -0.4 0.2909
H -2.65289 1.96495 0.42097 -0.4 -0.3 -0.4 0.2332
H -3.28595 -1.11645 -3.16980 -0.1 0.4 0.2 0.3549
H -3.48854 -2.21802 -0.41945 -0.1 0.4 0.2 0.3711
C -3.26820 1.64771 -0.43481 0.1 -0.1 0.1 -1.0201
H -4.60710 -0.02955 -2.59457 0.3 0.0 -0.3 0.3958
H -3.12689 2.39145 -1.22845 -0.2 -0.1 0.1 0.3712
H -3.14193 0.65814 -3.38772 -0.2 -0.3 0.2 0.3322
P 2.85174 -0.04491 -1.10333 0.9 0.0 -0.1 0.4027
C 3.59704 -0.12152 -2.76739 0.3 -0.1 0.0 -1.1061
C 3.39017 1.55882 -0.40125 -0.1 0.0 0.1 -1.0410
H 3.24062 -1.42477 0.88655 0.2 0.1 -0.4 0.2778
H 4.77586 -0.97682 0.04958 -0.4 -0.2 -0.1 0.4254
H 3.70157 -2.27657 -0.61265 0.1 0.4 0.2 0.3779
C 3.73163 -1.30457 -0.09352 -0.2 -0.1 -0.1 -1.0843
H 2.75851 1.86732 0.44432 0.4 -0.3 -0.3 0.2393
H 4.42980 1.46970 -0.05826 -0.2 0.2 -0.3 0.3968
H 4.68515 -0.00279 -2.66116 -0.2 0.0 -0.2 0.3976
H 3.20080 0.68417 -3.40487 0.2 -0.2 0.2 0.3305
H 3.28813 2.32592 -1.17575 0.2 0.0 0.1 0.3624
H 3.37655 -1.08851 -3.24749 0.1 0.3 0.2 0.3604
C 0.08023 1.81432 -2.87593 0.1 4.2 -1.4 0.1276
O 0.09858 2.91435 -3.20295 -0.1 -3.4 1.3 -0.1034
Te 0.06923 1.51145 0.94214 0.0 0.2 0.9 0.0408
C -0.07926 0.19612 2.56479 0.0 -0.1 -0.1 0.5547
C -1.33088 0.03779 3.19151 0.3 0.0 -0.2 -0.4454
C -1.38717 -0.67023 4.38348 -0.2 0.2 0.3 -0.5816
C -0.22627 -1.18994 4.97144 -0.3 0.0 -0.5 -0.5305
C 0.98693 -1.07923 4.30685 0.7 0.3 -0.3 -0.5504
C 1.08748 -0.37825 3.09992 -0.5 0.1 0.1 -0.4823
H -2.20905 0.50440 2.73270 0.2 -0.3 0.4 0.4800
H -2.33444 -0.76767 4.90912 0.1 0.0 -0.1 0.3899
H -0.28016 -1.70219 5.93037 0.0 0.1 -0.2 0.4087
H 1.88829 -1.48824 4.75694 -0.2 0.0 -0.1 0.3994
H 2.03417 -0.21873 2.57512 -0.3 -0.2 0.4 0.4311



Record 5
94
Properties=species:S:1:pos:R:3:forces:R:3:mulliken_charge:R:1 method="wB97M-V/def2-TZVPD" total_energy_ev=-64591.94488 e_above_lowest_kcal_mol=15.2 max_force_ev_per_a=0.66 charge=+1 e_homo_ha="-0.3151 / -0.3119" gap_ev="5.27 / 5.16"
Pb 0.41852 -0.94783 0.08275 0.5 -0.4 -0.2 1.1971
C 1.72530 6.19151 3.55722 0.0 0.0 0.0 -0.3828
C 0.40095 5.85473 3.30251 0.0 0.0 0.0 -0.8970
C 0.09087 4.62876 2.72844 0.0 0.0 0.0 0.0697
C 1.10009 3.72442 2.40469 0.0 0.0 -0.1 -0.8496
C 2.42315 4.06805 2.66712 0.0 0.0 0.0 0.1369
C 2.73662 5.29564 3.23834 0.0 0.0 0.0 -0.8865
C 0.75747 2.40500 1.78350 0.0 -0.1 0.2 0.8024
C 0.83733 1.28507 2.60692 0.0 0.0 -0.2 0.6373
C 1.15161 1.31696 4.01275 0.0 0.0 0.1 -1.3330
C 1.13609 0.03650 4.45171 0.1 -0.1 0.1 -1.4016
C 0.79945 -0.80453 3.31967 -0.2 0.0 -0.1 0.8025
C 0.48849 -2.20000 3.37216 -0.1 0.0 0.0 -0.1382
C 1.26018 -3.15582 4.21792 0.0 0.0 0.1 0.9406
C 2.35925 -2.76934 5.00721 -0.2 0.0 -0.1 -0.4140
C 3.11626 -3.69194 5.70950 0.0 0.0 0.0 -1.0631
C 2.82525 -5.04618 5.64119 0.0 0.0 0.0 -0.3802
C 1.77877 -5.46157 4.83362 0.0 0.0 0.0 -0.9990
C 1.02625 -4.53868 4.12250 0.0 0.0 0.0 -0.5088
C -0.62902 -2.68142 2.62970 0.4 0.0 0.0 0.6635
N -1.00520 -2.25651 1.40062 -0.3 0.1 0.2 -0.0962
C -2.12499 -2.96366 1.03699 0.1 0.1 -0.1 0.4434
C -2.75889 -2.91810 -0.20374 0.0 -0.1 0.1 1.0078
C -3.83591 -3.92644 -0.45756 0.1 0.0 0.0 -0.9539
C -3.49957 -5.25031 -0.73243 0.0 0.0 0.0 0.2195
C -4.49033 -6.19139 -0.98348 0.0 0.1 0.0 -0.8741
C -5.82795 -5.81703 -0.95396 0.0 0.0 0.0 -0.3548
C -6.16910 -4.50112 -0.67326 0.0 0.0 0.0 -0.8566
C -5.17738 -3.55968 -0.42907 -0.1 0.0 0.0 0.1665
C -2.48014 -1.99764 -1.23016 0.1 0.2 0.0 0.3023
C -3.15826 -1.94336 -2.50866 0.0 -0.1 0.0 -1.3150
C -2.66444 -0.87209 -3.17478 0.0 0.0 0.0 -1.2164
C -1.70038 -0.24242 -2.29783 0.1 0.1 -0.1 0.2398
N -1.58651 -0.97660 -1.15117 -0.3 0.0 0.1 -0.0837
C -1.12385 1.01274 -2.51628 -0.1 -0.1 0.0 1.5605
C -0.48411 1.79377 -1.52125 0.0 0.1 0.0 -0.2973
C -0.23534 3.21106 -1.59932 -0.1 -0.1 -0.1 -1.5780
C 0.24014 3.59995 -0.38169 0.1 0.0 0.1 -1.4795
C 0.32439 2.42116 0.43960 0.1 0.0 -0.3 0.9691
N -0.07706 1.33922 -0.29557 -0.5 0.3 0.2 -0.1592
C -1.32631 1.62821 -3.86881 0.1 0.1 0.1 -0.3858
C -2.24507 2.65490 -4.07558 0.0 0.0 0.0 0.1680
C -2.38775 3.23573 -5.32935 0.0 0.0 0.0 -0.8859
C -1.62000 2.79323 -6.39873 0.0 0.0 0.0 -0.4282
C -0.71816 1.75352 -6.21206 0.0 0.0 0.1 -1.0488
C -0.57555 1.17701 -4.95442 0.0 0.0 0.0 -0.0554
C -2.50425 -3.82889 2.12926 0.0 -0.1 0.0 -1.1435
C -1.57361 -3.67369 3.09963 -0.2 0.0 0.0 -1.3587
N 0.60830 -0.01708 2.23385 -0.1 0.0 0.2 0.0189
H 1.96703 7.14667 4.00820 0.0 -0.1 0.0 0.3993
H -0.39336 6.54747 3.55466 0.0 0.0 0.0 0.4081
H -0.94194 4.36251 2.53060 0.0 0.0 0.0 0.4891
H 3.21210 3.36248 2.42714 0.0 0.0 0.0 0.4298
H 3.77069 5.55116 3.43802 0.0 0.0 0.0 0.3977
H 1.32187 2.21080 4.59625 -0.1 -0.1 0.0 0.5350
H 1.23612 -0.28917 5.47461 0.0 0.0 -0.1 0.7110
H 2.65872 -1.73940 5.05539 0.0 0.2 0.0 0.5025
H 3.95575 -3.34692 6.30225 -0.1 0.0 0.0 0.3912
H 3.42781 -5.76932 6.17888 -0.1 0.1 0.0 0.3893
H 1.55459 -6.51661 4.73192 0.0 0.0 0.0 0.3917
H 0.26461 -4.91290 3.45561 0.2 0.0 0.0 0.5439
H -2.45366 -5.53840 -0.74882 -0.1 0.0 0.0 0.4637
H -4.21652 -7.21638 -1.20166 0.0 0.0 0.0 0.3850
H -6.60132 -6.55015 -1.14956 0.0 0.0 0.0 0.3890
H -7.21099 -4.20708 -0.64269 0.0 0.0 0.0 0.3924
H -5.44506 -2.53231 -0.20702 0.0 0.0 0.0 0.4568
H -3.92093 -2.63481 -2.83950 0.1 0.1 0.1 0.4906
H -2.94968 -0.51110 -4.15332 0.0 0.0 0.1 0.5103
H -0.45611 3.84448 -2.44629 0.0 -0.1 0.0 0.6272
H 0.48952 4.60324 -0.06593 -0.1 -0.1 0.0 0.5639
H -2.85574 2.99285 -3.24542 0.0 0.0 0.0 0.5177
H -3.10830 4.03244 -5.47394 0.0 0.0 0.0 0.4332
H -1.73467 3.24542 -7.37638 0.0 0.0 0.0 0.4178
H -0.13788 1.38045 -7.04854 0.0 0.0 0.0 0.4349
H 0.10834 0.34557 -4.81191 0.0 0.0 0.0 0.6306
H -3.38044 -4.46221 2.14867 0.1 0.1 0.0 0.5571
H -1.56937 -4.12114 4.08282 0.0 0.1 -0.1 0.7783
N 4.26034 2.59186 -3.26777 -0.3 -0.1 0.1 -0.0538
C 3.22633 1.78712 -4.02137 0.0 -0.1 0.0 -0.5872
C 2.89628 0.55327 -3.18864 0.0 0.2 0.2 -0.9098
N 2.46800 0.89502 -1.84797 0.2 0.0 0.0 0.3908
C 3.40916 1.73287 -1.12910 -0.1 -0.1 -0.1 -0.2884
C 3.76657 2.99805 -1.89767 0.0 0.0 0.1 -0.6812
H 4.54153 3.40765 -3.80401 0.0 0.1 -0.1 0.3519
H 5.08857 2.01121 -3.14690 0.2 -0.1 0.0 0.3789
H 3.63096 1.54602 -5.00223 0.1 0.0 0.0 0.3529
H 2.34645 2.41857 -4.13362 0.0 0.1 0.0 0.4159
H 3.77538 -0.09961 -3.13111 0.0 0.0 0.0 0.4482
H 2.10953 -0.00641 -3.69167 0.0 0.0 0.0 0.2863
H 1.54083 1.31140 -1.84313 0.1 -0.1 0.0 -0.3633
H 4.31876 1.15811 -0.91662 0.0 0.0 0.0 0.4936
H 2.97135 2.02427 -0.17306 0.0 0.0 0.0 -0.1473
H 4.54870 3.58064 -1.41524 0.1 0.0 0.0 0.4075
H 2.88448 3.61849 -2.04415 0.0 0.0 -0.1 0.3469